<1>
{
  "formula": "H16O8",
  "method": "ωB97M-V with the def2-TZVPD basis set",
  "species": ["O", "O", "O", "O", "O", "O", "O", "O", "H", "H", "H", "H", "H", "H", "H", "H", "H", "H", "H", "H", "H", "H", "H", "H"],
  "xyz": [[-0.09, -1.23, -2.77], [1.52, -0.07, 3.16], [-0.13, 1.59, -1.93], [2.69, -2.21, -0.95], [-0.28, 2.82, 2.35], [0.66, 0.26, 0.38], [-2.43, 1.08, 0.95], [-0.60, -2.57, -0.33], [-0.18, -0.38, -2.29], [-2.89, 1.27, 0.12], [0.45, 2.00, -2.58], [-0.54, -2.30, -1.27], [-0.50, 2.60, 3.26], [1.45, 0.16, 2.21], [-0.17, 0.70, 0.60], [0.66, -0.47, 3.34], [-1.00, 2.48, 1.81], [0.41, 1.53, -1.12], [0.40, -0.64, 0.10], [2.55, -2.31, -1.90], [-3.04, 0.52, 1.45], [2.53, -1.27, -0.77], [-1.55, -2.55, -0.12], [0.06, -1.01, -3.69]],
  "charge": 0,
  "e_lumo_ev": -0.15
}


<2>
{
  "formula": "H16O8",
  "method": "ωB97M-V with the def2-TZVPD basis set",
  "species": ["O", "O", "O", "O", "O", "O", "O", "O", "H", "H", "H", "H", "H", "H", "H", "H", "H", "H", "H", "H", "H", "H", "H", "H"],
  "xyz": [[-2.07, -1.15, 1.71], [1.60, 0.13, -2.56], [-0.17, -2.52, 0.26], [-1.66, 0.35, -2.37], [1.57, -0.44, 0.37], [-0.54, 0.71, 3.27], [1.82, 2.13, -0.69], [-0.88, 1.02, -0.02], [-1.58, -0.57, -2.44], [1.52, 2.20, 0.20], [-1.39, 0.61, 0.66], [2.33, -0.66, -0.13], [0.64, -1.99, 0.30], [-1.25, 0.21, 2.86], [1.98, 0.85, -2.13], [0.15, 0.12, 3.43], [-1.48, -1.84, 1.36], [1.29, 2.81, -1.15], [-0.04, 0.58, -0.06], [-2.91, -1.47, 1.36], [-0.47, -2.44, -0.61], [-1.33, 0.68, -1.52], [1.90, 0.19, 1.06], [0.97, 0.51, -3.14]],
  "charge": 0,
  "e_lumo_ev": 0.01
}


It is <2> that is the least stable of them.